Here is 2 unconnected molecules or ions with the total composition C7H9N3O3S from the OMol25 dataset. Energies are from wB97M-V/def2-TZVPD.

CARTESIAN COORDINATES (ANGSTROEM)
C1 3.485 0.555 0.919
C2 3.766 -0.546 0.148
C3 2.196 0.939 1.192
C4 2.663 -1.195 -0.439
C5 1.200 0.186 0.712
C6 1.408 -0.822 -0.233
C7 -3.386 0.593 0.164
N1 -3.022 -0.541 -0.179
N2 -4.585 1.131 0.102
N3 -2.325 1.596 0.425
O1 -1.403 1.427 1.227
O2 -0.583 -0.736 -1.678
O3 1.032 -2.587 -1.995
S1 0.192 -1.933 -0.997
H1 4.265 1.140 1.311
H2 4.835 -0.960 -0.070
H3 2.175 1.817 1.737
H4 2.775 -2.103 -1.104
H5 0.193 0.412 0.734
H6 -3.782 -0.986 -0.684
H7 -1.129 -0.267 -1.000
H8 -5.245 0.747 -0.460
H9 -4.725 2.135 0.167

Its spin multiplicity is 3. The calculation puts the energy above the lowest of the compared OMol25 structures with the same formula, charge and spin at 1.2 kcal per mole. Its HOMO-LUMO gap (alpha / beta) is 9.2 / 6.9 eV.

---

Here is C3H5O2P in the gas phase from the OMol25 dataset. Energies are from wB97M-V/def2-TZVPD.

CARTESIAN COORDINATES (ANGSTROEM)
C1 -0.610 0.479 0.146
C2 1.861 -0.049 0.150
C3 0.556 -0.072 -0.627
O1 -0.552 1.484 0.795
O2 1.595 0.818 -0.868
P1 -2.277 -0.184 -0.374
H1 1.876 0.284 1.096
H2 2.555 -0.757 0.044
H3 0.264 -0.774 -1.303
H4 -2.176 -1.453 0.117
H5 -3.092 0.224 0.824

The calculation puts the energy above the lowest of the compared OMol25 structures with the same formula, charge and spin at 71.8 kcal per mole. Its HOMO-LUMO gap is 10.0 eV. Its SMILES is O=C(P)[C@@H]1CO1.

---

Here is 14 unconnected molecules or ions with the total composition C80H80N12O28 from the OMol25 dataset. Energies are from wB97M-V/def2-TZVPD.

CARTESIAN COORDINATES (ANGSTROEM)
C1 -3.683 0.154 -2.819
C2 -2.870 1.149 -2.261
C3 -2.767 2.407 -2.792
C4 -3.569 2.725 -3.876
C5 -4.350 1.751 -4.462
C6 -4.405 0.456 -3.974
N1 -3.575 4.063 -4.497
O1 -2.573 4.734 -4.350
O2 -4.646 4.477 -4.906
H1 -3.657 -0.773 -2.262
H2 -2.374 0.962 -1.318
H3 -2.054 3.087 -2.345
H4 -5.002 2.107 -5.251
H5 -5.042 -0.289 -4.429
C7 2.323 7.605 -4.646
C8 1.073 6.999 -4.742
C9 0.786 5.789 -4.154
C10 1.797 5.087 -3.504
C11 3.034 5.694 -3.319
C12 3.300 6.912 -3.948
N2 1.530 3.742 -3.002
O3 0.397 3.347 -2.911
O4 2.519 3.077 -2.736
H6 2.564 8.577 -5.049
H7 0.343 7.477 -5.383
H8 -0.208 5.374 -4.267
H9 3.875 5.222 -2.832
H10 4.312 7.287 -3.873
C13 -0.685 4.324 7.024
C14 -0.277 4.110 5.709
C15 -0.736 2.953 5.091
C16 -1.552 2.063 5.757
C17 -1.972 2.265 7.076
C18 -1.514 3.424 7.688
N3 -1.934 0.831 5.094
O5 -1.372 0.479 4.068
O6 -2.798 0.145 5.617
H11 -0.293 5.193 7.539
H12 0.318 4.822 5.158
H13 -0.290 2.637 4.152
H14 -2.596 1.550 7.587
H15 -1.705 3.531 8.747
C19 -0.868 -2.551 -5.927
C20 -0.621 -3.404 -6.992
C21 0.228 -4.469 -6.784
C22 0.754 -4.722 -5.541
C23 0.482 -3.870 -4.455
C24 -0.413 -2.822 -4.633
N4 1.590 -5.894 -5.317
O7 1.539 -6.841 -6.080
O8 2.318 -5.866 -4.341
H16 -1.439 -1.640 -6.071
H17 -1.041 -3.216 -7.969
H18 0.407 -5.094 -7.651
H19 0.987 -3.999 -3.508
H20 -0.611 -2.098 -3.855
C25 1.127 0.188 -5.157
C26 0.061 0.910 -4.668
C27 -0.625 1.810 -5.478
C28 -0.261 1.978 -6.806
C29 0.843 1.296 -7.304
C30 1.522 0.406 -6.486
N5 -1.075 2.852 -7.676
O9 -1.991 3.428 -7.137
O10 -0.760 2.941 -8.841
H21 1.598 -0.570 -4.544
H22 -0.285 0.756 -3.653
H23 -1.426 2.372 -5.019
H24 1.142 1.374 -8.340
H25 2.323 -0.152 -6.952
C31 1.437 0.040 5.496
C32 2.405 0.833 6.086
C33 3.680 0.916 5.504
C34 3.960 0.056 4.447
C35 2.969 -0.675 3.813
C36 1.697 -0.703 4.355
N6 5.322 -0.134 3.938
O11 6.110 0.787 4.035
O12 5.598 -1.208 3.449
H26 0.485 -0.106 5.990
H27 2.264 1.204 7.092
H28 4.461 1.538 5.918
H29 3.155 -1.359 2.999
H30 0.924 -1.315 3.914
C37 -0.389 0.675 1.068
C38 -0.031 1.248 -0.142
C39 0.463 0.483 -1.178
C40 0.607 -0.894 -0.987
C41 0.265 -1.494 0.206
C42 -0.197 -0.689 1.252
N7 0.995 -1.714 -2.114
O13 0.404 -1.556 -3.174
O14 1.888 -2.527 -1.972
H31 -0.628 1.268 1.939
H32 -0.260 2.303 -0.245
H33 0.642 1.002 -2.110
H34 0.204 -2.565 0.352
H35 -0.466 -1.152 2.192
C43 -2.542 -3.684 2.344
C44 -3.372 -4.788 2.159
C45 -4.561 -4.851 2.865
C46 -4.809 -3.895 3.855
C47 -3.987 -2.810 4.051
C48 -2.861 -2.683 3.259
N8 -6.058 -3.977 4.594
O15 -6.088 -3.621 5.760
O16 -7.040 -4.401 4.001
H36 -1.665 -3.524 1.726
H37 -3.018 -5.518 1.445
H38 -5.137 -5.744 2.664
H39 -4.288 -2.103 4.814
H40 -2.290 -1.768 3.349
C49 5.821 1.345 0.380
C50 6.113 2.288 1.368
C51 5.014 2.830 2.014
C52 3.731 2.442 1.771
C53 3.454 1.466 0.831
C54 4.522 0.903 0.143
N9 2.609 2.977 2.540
O17 2.775 3.963 3.219
O18 1.558 2.374 2.462
H41 6.591 0.849 -0.201
H42 7.143 2.541 1.559
H43 5.199 3.633 2.719
H44 2.460 1.122 0.576
H45 4.347 0.190 -0.646
C55 4.726 -2.714 -0.624
C56 3.899 -2.557 0.490
C57 4.153 -3.290 1.633
C58 5.169 -4.243 1.603
C59 5.983 -4.430 0.499
C60 5.697 -3.701 -0.639
N10 5.398 -5.086 2.789
O19 6.152 -6.029 2.655
O20 4.736 -4.907 3.791
H46 4.528 -2.062 -1.464
H47 3.032 -1.913 0.413
H48 3.441 -3.374 2.441
H49 6.766 -5.172 0.536
H50 6.234 -3.866 -1.564
C61 5.809 0.696 -3.162
C62 4.412 0.647 -3.235
C63 3.827 -0.469 -3.812
C64 4.627 -1.490 -4.313
C65 5.996 -1.476 -4.199
C66 6.593 -0.373 -3.576
N11 3.954 -2.650 -4.896
O21 2.755 -2.594 -5.063
O22 4.645 -3.590 -5.214
H51 6.207 1.573 -2.667
H52 3.787 1.396 -2.770
H53 2.751 -0.555 -3.871
H54 6.633 -2.227 -4.642
H55 7.657 -0.247 -3.434
C67 -5.181 4.469 4.346
C68 -5.997 4.454 3.194
C69 -5.439 4.401 1.931
C70 -4.049 4.361 1.769
C71 -3.260 4.451 2.914
C72 -3.813 4.540 4.178
N12 -3.422 4.230 0.461
O23 -4.146 4.320 -0.504
O24 -2.250 3.930 0.439
H56 -5.651 4.407 5.317
H57 -7.073 4.498 3.280
H58 -6.141 4.292 1.116
H59 -2.186 4.465 2.775
H60 -3.228 4.500 5.089
C73 -0.997 -4.885 -1.882
O25 -0.487 -4.647 -0.582
C74 0.432 -5.606 -0.136
C75 0.323 -5.656 1.367
O26 0.982 -4.578 1.989
C76 1.000 -4.632 3.391
H61 -1.634 -4.087 -2.259
H62 -1.540 -5.833 -1.841
H63 -0.211 -4.954 -2.642
H64 1.477 -5.369 -0.382
H65 0.291 -6.590 -0.594
H66 0.583 -6.621 1.812
H67 -0.751 -5.536 1.557
H68 1.264 -5.611 3.797
H69 0.094 -4.231 3.861
H70 1.771 -3.931 3.725
C77 -3.732 0.543 1.688
O27 -4.867 0.043 2.341
C78 -5.505 1.057 3.042
C79 -6.493 0.547 4.077
O28 -7.676 0.139 3.400
C80 -8.538 -0.621 4.223
H71 -3.937 1.274 0.895
H72 -3.149 -0.252 1.221
H73 -3.062 1.018 2.413
H74 -6.105 1.752 2.441
H75 -4.805 1.728 3.561
H76 -6.724 1.298 4.839
H77 -6.084 -0.347 4.563
H78 -8.960 -0.041 5.048
H79 -8.097 -1.567 4.548
H80 -9.356 -0.865 3.542

Its HOMO-LUMO gap is 7.8 eV.

---

Here is 2 unconnected molecules or ions with the total composition C9H11F12O2P from the OMol25 dataset. Energies are from wB97M-V/def2-TZVPD.

CARTESIAN COORDINATES (ANGSTROEM)
C1 -1.638 -0.484 -0.477
C2 -2.374 0.486 -1.373
O1 -2.994 -0.115 -2.522
P1 -4.179 -1.231 -2.488
C3 -5.374 -0.580 -1.185
F1 -6.370 -1.509 -1.145
F2 -4.877 -0.484 0.082
C4 -5.994 0.783 -1.511
F3 -7.091 0.973 -0.736
F4 -6.383 0.803 -2.810
H1 -0.743 -0.861 -0.970
H2 -1.336 0.046 0.425
H3 -2.255 -1.325 -0.167
H4 -1.660 1.195 -1.791
H5 -3.103 1.076 -0.815
H6 -3.648 -2.185 -1.581
H7 -5.299 1.604 -1.325
C5 4.915 0.419 1.670
C6 4.931 -0.912 0.908
C7 4.577 -0.886 -0.584
F5 3.309 -0.465 -0.769
F6 4.682 -2.140 -1.074
F7 4.176 -1.828 1.544
F8 6.231 -1.337 0.946
O2 3.760 0.699 2.435
C8 2.685 1.356 1.918
C9 1.411 0.502 1.988
F9 1.570 -0.644 1.300
F10 0.394 1.197 1.424
F11 2.906 1.803 0.669
F12 2.453 2.441 2.697
H8 5.708 0.317 2.409
H9 5.182 1.248 1.014
H10 5.262 -0.233 -1.130
H11 1.166 0.273 3.026

Its HOMO-LUMO gap is 10.5 eV. Its SMILES is FC(F)C(F)(F)COC(F)(F)C(F)F.CCOPC(F)(F)C(F)F.

---

Here is a molecular structure, C38H48N3ORuSTe from the OMol25 dataset. Energies are from wB97M-V/def2-TZVPD.

CARTESIAN COORDINATES (ANGSTROEM)
Ru1 -0.605 1.059 -0.305
C1 0.288 4.335 2.084
C2 1.022 2.990 2.033
C3 2.519 3.216 2.257
C4 0.483 2.000 3.046
C5 0.373 2.439 4.359
C6 -0.072 1.608 5.370
C7 -0.436 0.312 5.064
C8 -0.344 -0.181 3.770
C9 -0.849 -1.591 3.509
C10 -0.073 -2.629 4.324
C11 -2.348 -1.669 3.820
C12 0.137 0.663 2.743
N1 0.223 0.127 1.434
C13 0.938 -0.933 1.231
C14 0.973 -1.840 0.104
C15 1.628 -3.057 0.384
C16 1.848 -4.029 -0.555
C17 1.450 -3.788 -1.875
C18 0.787 -2.634 -2.192
C19 0.472 -1.635 -1.228
N2 -0.188 -0.521 -1.619
C20 -0.905 -0.448 -2.834
C21 -0.492 0.392 -3.899
C22 -1.241 0.408 -5.071
C23 -2.348 -0.398 -5.253
C24 -2.747 -1.220 -4.217
C25 -2.062 -1.253 -3.011
C26 -2.601 -2.182 -1.933
C27 -2.403 -3.658 -2.311
C28 -4.098 -1.945 -1.689
C29 0.772 1.238 -3.913
C30 2.024 0.355 -3.892
C31 0.789 2.353 -2.859
H1 0.541 4.924 1.202
H2 0.569 4.913 2.965
H3 -0.792 4.187 2.099
H4 0.872 2.584 1.026
H5 2.693 3.676 3.232
H6 2.924 3.873 1.485
H7 3.069 2.276 2.228
H8 0.662 3.454 4.600
H9 -0.138 1.968 6.389
H10 -0.792 -0.339 5.853
H11 -0.734 -1.834 2.454
H12 -0.252 -2.498 5.392
H13 1.001 -2.548 4.149
H14 -0.393 -3.636 4.050
H15 -2.541 -1.442 4.869
H16 -2.725 -2.672 3.611
H17 -2.888 -0.953 3.200
H18 1.565 -1.268 2.064
H19 1.983 -3.211 1.397
H20 2.353 -4.947 -0.290
H21 1.666 -4.511 -2.651
H22 0.494 -2.437 -3.215
H23 -0.920 1.053 -5.880
H24 -2.888 -0.389 -6.191
H25 -3.598 -1.875 -4.358
H26 -2.084 -1.992 -0.992
H27 -2.760 -3.850 -3.324
H28 -2.962 -4.295 -1.621
H29 -1.356 -3.943 -2.253
H30 -4.699 -2.354 -2.503
H31 -4.325 -0.884 -1.599
H32 -4.397 -2.439 -0.764
H33 0.786 1.756 -4.877
H34 2.035 -0.319 -3.038
H35 2.924 0.974 -3.859
H36 2.055 -0.253 -4.798
H37 0.561 1.976 -1.849
H38 0.039 3.107 -3.104
H39 1.770 2.832 -2.829
N3 -4.756 0.371 0.980
C32 -3.587 0.572 0.336
O1 -2.618 -0.152 0.562
C33 -3.525 1.721 -0.636
C34 -2.269 2.553 -0.354
H40 -4.814 -0.373 1.654
H41 -5.563 0.941 0.809
H42 -4.450 2.308 -0.577
H43 -3.456 1.298 -1.645
H44 -2.341 2.988 0.650
H45 -2.193 3.365 -1.079
Te1 3.097 0.605 -0.458
C35 5.121 0.941 -0.103
C36 6.116 -0.001 -0.157
C37 7.405 0.527 0.080
C38 7.381 1.870 0.312
S1 5.788 2.496 0.255
H46 5.915 -1.043 -0.362
H47 8.308 -0.065 0.071
H48 8.210 2.529 0.512

Its spin multiplicity is 6. The calculation puts the energy above the lowest of the compared OMol25 structures with the same formula, charge and spin at 18.5 kcal per mole. Its HOMO-LUMO gap (alpha / beta) is 7.1 / 5.5 eV.

---

Here is C4H3N3 in the gas phase from the OMol25 dataset. Energies are from wB97M-V/def2-TZVPD.

CARTESIAN COORDINATES (ANGSTROEM)
N1 3.200 -0.745 0.206
C1 2.109 -0.365 0.188
C2 0.705 -0.076 0.159
N2 -0.065 -1.081 0.468
C3 -1.356 -0.768 0.163
C4 -1.422 0.554 -0.184
N3 0.128 1.050 -0.272
H1 -2.029 -1.658 0.118
H2 -2.112 1.385 -0.130
H3 0.841 1.704 -0.715

The calculation puts the energy above the lowest of the compared OMol25 structures with the same formula, charge and spin at 42.5 kcal per mole. Its HOMO-LUMO gap is 10.0 eV. Its SMILES is N#Cc1ncc[nH]1.

---

Here is C2H9N2O2P in the gas phase from the OMol25 dataset. Energies are from wB97M-V/def2-TZVPD.

CARTESIAN COORDINATES (ANGSTROEM)
C1 1.963 0.440 0.245
C2 0.968 -0.700 0.364
N1 -1.015 1.696 -1.631
N2 -0.326 -0.385 -0.156
O1 -1.810 -0.509 -2.253
O2 0.697 -0.269 -2.715
P1 -0.368 -0.207 -1.705
H1 2.901 0.178 0.491
H2 2.027 0.831 -0.718
H3 1.677 1.166 1.075
H4 1.418 -1.529 -0.205
H5 0.863 -1.080 1.378
H6 -0.356 2.165 -0.893
H7 -0.925 2.197 -2.553
H8 -2.429 -0.837 -1.510
H9 -2.046 1.831 -1.248

The calculation puts the energy above the lowest of the compared OMol25 structures with the same formula, charge and spin at 22.1 kcal per mole. Its HOMO-LUMO gap is 8.7 eV. Its SMILES is CCN=[P@@]([NH3+])([O-])O.

---

Here is a molecular structure, C20H42AgBr8F12N2O21S4 from the OMol25 dataset. Energies are from wB97M-V/def2-TZVPD.

CARTESIAN COORDINATES (ANGSTROEM)
Ag1 0.046 1.823 -2.841
C1 0.459 -0.181 1.234
F1 0.536 0.820 2.119
F2 0.936 -1.249 1.857
F3 -0.842 -0.307 0.974
S1 1.423 0.104 -0.395
O1 1.849 1.479 -0.302
O2 2.456 -0.906 -0.428
N1 0.310 -0.055 -1.714
S2 -0.172 -1.541 -1.809
O3 -0.132 -2.354 -0.595
O4 -1.416 -1.642 -2.558
C2 1.013 -2.424 -2.991
F4 2.032 -2.928 -2.313
F5 0.346 -3.364 -3.639
F6 1.513 -1.593 -3.921
C3 -0.586 6.297 -2.236
F7 -1.780 5.839 -2.591
F8 0.111 6.654 -3.274
F9 -0.755 7.266 -1.361
S3 0.375 4.864 -1.306
O5 1.598 4.696 -2.041
O6 0.542 5.285 0.062
N2 -0.623 3.422 -1.473
S4 -1.606 3.586 -0.224
O7 -1.019 3.010 0.978
O8 -2.226 4.886 -0.082
C4 -3.135 2.493 -0.613
F10 -3.766 3.047 -1.631
F11 -2.744 1.237 -0.860
F12 -3.959 2.492 0.423
Br1 2.947 -5.096 -0.049
C5 1.642 -5.918 -1.288
C6 2.225 -6.053 -2.684
Br2 3.685 -7.429 -2.649
H1 0.729 -5.333 -1.203
H2 1.499 -6.913 -0.874
H3 2.590 -5.116 -3.084
H4 1.374 -6.476 -3.218
Br3 5.707 -3.135 4.420
C7 5.636 -1.758 3.011
C8 4.265 -1.101 3.027
Br4 4.351 0.459 1.821
H5 5.781 -2.237 2.043
H6 6.494 -1.103 3.130
H7 4.057 -0.723 4.024
H8 3.484 -1.777 2.696
Br5 0.246 1.999 4.758
C9 -1.328 2.291 3.656
C10 -1.618 3.757 3.592
Br6 -3.347 3.974 2.753
H9 -2.199 1.765 4.060
H10 -1.159 1.774 2.713
H11 -0.894 4.318 3.004
H12 -1.710 4.221 4.571
Br7 3.475 3.719 3.018
C11 2.160 3.948 1.552
C12 2.889 3.842 0.230
Br8 4.281 5.258 0.002
H13 1.761 4.948 1.691
H14 1.407 3.163 1.609
H15 2.186 3.779 -0.600
H16 3.416 2.890 0.181
C13 -4.810 -2.712 -0.556
C14 -4.722 -2.227 0.859
C15 -3.558 -1.385 1.362
O9 -4.165 -0.442 2.240
C16 -5.517 -0.490 2.059
O10 -6.267 0.198 2.665
O11 -5.874 -1.461 1.178
H17 -5.010 -1.939 -1.299
H18 -5.546 -3.493 -0.738
H19 -3.827 -3.136 -0.789
H20 -4.668 -3.129 1.484
H21 -3.081 -0.840 0.543
H22 -2.751 -1.970 1.800
C17 -1.149 -1.383 3.720
C18 -1.659 -1.598 5.145
C19 -0.643 -1.595 6.284
O12 -1.047 -0.586 7.176
C20 -2.126 0.056 6.695
O13 -2.801 0.841 7.296
O14 -2.370 -0.366 5.468
H23 -1.923 -1.046 3.035
H24 -0.828 -2.357 3.336
H25 -0.253 -0.766 3.674
H26 -2.377 -2.405 5.291
H27 0.332 -1.299 5.885
H28 -0.602 -2.551 6.803
O15 2.266 2.177 -2.956
H29 3.031 1.933 -3.489
H30 2.619 2.731 -2.249
O16 1.664 -0.488 -6.924
H31 0.733 -0.534 -7.179
H32 1.886 -1.385 -6.643
O17 -2.151 -1.222 -5.694
H33 -2.735 -0.843 -5.002
H34 -2.239 -2.175 -5.594
O18 4.174 -1.965 -5.128
H35 4.984 -1.836 -4.625
H36 3.481 -1.730 -4.512
O19 0.082 0.803 -4.909
H37 0.516 0.043 -5.333
H38 -0.188 1.366 -5.641
O20 4.819 -1.416 -2.428
H39 4.137 -1.742 -1.825
H40 4.877 -0.474 -2.237
O21 -3.742 -0.242 -3.594
H41 -3.259 -0.918 -3.091
H42 -4.530 -0.693 -3.920

Its spin multiplicity is 2. Its HOMO-LUMO gap (alpha / beta) is 8.7 / 2.9 eV.

---

Calculated total energy, -1060.1183; -609.0341; -5858.9818; -2039.7616; -2477.3127; -318.4170; -682.9668; -26006.8664 Ha (same order as the records).